{"formula": "C22H48AsF6N4O5PbS2Si3", "method": "ωB97M-V/def2-TZVPD", "total_charge": 3, "largest_force_ha_per_bohr": 0.0040, "mol_weight_g_mol": 993.15, "homo_ev": -15.3, "de_lowest_kcal_mol": 12.8, "e_tot_ev": -167464.277, "species": ["Pb", "O", "C", "C", "C", "C", "C", "C", "C", "C", "N", "H", "H", "H", "H", "H", "H", "H", "H", "H", "H", "H", "N", "C", "C", "C", "N", "H", "H", "H", "H", "H", "H", "H", "H", "H", "H", "F", "C", "F", "F", "S", "O", "O", "N", "S", "O", "O", "C", "F", "F", "F", "C", "Si", "C", "C", "As", "Si", "C", "C", "C", "Si", "C", "C", "C", "H", "H", "H", "H", "H", "H", "H", "H", "H", "H", "H", "H", "H", "H", "H", "H", "H", "H", "H", "H", "H", "H", "H", "H", "H", "H", "H"], "coordinates": [[-1.112, -1.574, -0.920], [-3.232, 0.056, -1.010], [-4.226, -0.329, -1.991], [-5.351, -1.132, -1.371], [-4.854, -2.340, -0.562], [-4.150, -3.364, -1.406], [-4.875, -4.390, -2.002], [-4.243, -5.300, -2.829], [-2.880, -5.164, -3.059], [-2.223, -4.128, -2.438], [-2.826, -3.245, -1.620], [-3.583, 0.774, -0.470], [-3.685, -0.919, -2.732], [-4.602, 0.560, -2.496], [-6.016, -1.460, -2.174], [-5.950, -0.495, -0.715], [-5.700, -2.809, -0.062], [-4.185, -1.981, 0.220], [-5.936, -4.466, -1.807], [-4.803, -6.102, -3.291], [-2.342, -5.844, -3.703], [-1.159, -3.987, -2.608], [0.163, -3.585, -0.104], [0.841, -3.433, 1.218], [-0.146, -3.251, 2.358], [-0.841, -1.903, 2.425], [-1.874, -1.747, 1.351], [-0.408, -4.429, -0.090], [0.883, -3.762, -0.802], [1.512, -2.579, 1.147], [1.457, -4.312, 1.411], [0.406, -3.373, 3.289], [-0.890, -4.057, 2.343], [-0.124, -1.089, 2.320], [-1.326, -1.790, 3.396], [-2.421, -0.908, 1.534], [-2.532, -2.522, 1.420], [1.114, 3.570, 1.998], [0.476, 2.684, 1.264], [-0.628, 2.282, 1.878], [0.153, 3.216, 0.089], [1.537, 1.204, 0.957], [0.702, 0.289, 0.203], [2.718, 1.688, 0.172], [1.926, 0.839, 2.375], [2.827, -0.465, 2.732], [2.063, -1.370, 3.528], [3.511, -0.937, 1.564], [4.062, 0.321, 3.867], [4.667, -0.638, 4.537], [4.948, 0.999, 3.141], [3.446, 1.145, 4.695], [5.151, 4.215, 0.626], [5.284, 2.998, -0.783], [6.247, 3.745, -2.204], [5.953, 1.360, -0.211], [3.013, 2.698, -1.513], [3.230, 0.792, -3.003], [4.834, 0.893, -3.942], [3.098, -0.791, -2.017], [1.784, 0.975, -4.171], [3.488, 8.631, -1.884], [2.128, 8.770, -3.085], [5.187, 8.343, -2.474], [3.113, 8.750, -0.106], [6.142, 4.409, 1.047], [4.521, 3.837, 1.434], [4.741, 5.170, 0.289], [7.291, 3.438, -2.105], [6.231, 4.835, -2.160], [5.917, 3.434, -3.194], [7.024, 1.454, -0.017], [5.820, 0.571, -0.952], [5.470, 1.038, 0.711], [5.709, 0.722, -3.314], [4.954, 1.847, -4.457], [4.825, 0.119, -4.714], [4.074, -1.123, -1.658], [2.710, -1.568, -2.683], [2.447, -0.709, -1.149], [1.912, 1.833, -4.834], [0.842, 1.109, -3.635], [1.701, 0.088, -4.804], [2.420, 8.472, -4.091], [1.814, 9.821, -3.119], [1.254, 8.201, -2.760], [5.275, 7.286, -2.754], [5.943, 8.565, -1.723], [5.381, 8.917, -3.384], [2.682, 7.796, 0.221], [2.355, 9.514, 0.080], [3.998, 8.949, 0.496]], "forces_ev_per_angstrom": [[-0.028, 0.033, 0.029], [-0.007, -0.049, 0.029], [0.015, -0.018, -0.009], [0.003, -0.020, -0.001], [0.047, 0.033, 0.017], [0.007, 0.040, -0.038], [-0.007, -0.004, 0.001], [-0.015, -0.006, -0.003], [0.009, 0.003, -0.006], [-0.010, 0.010, 0.006], [0.036, -0.077, 0.016], [0.016, 0.029, -0.029], [0.001, 0.012, -0.011], [-0.011, 0.007, 0.016], [-0.014, -0.007, 0.013], [0.011, 0.010, 0.001], [-0.012, -0.011, -0.022], [-0.020, -0.008, 0.013], [0.000, 0.000, 0.001], [0.000, 0.000, 0.002], [0.001, 0.002, -0.001], [0.006, -0.004, 0.004], [0.007, 0.009, -0.058], [-0.006, -0.034, 0.018], [-0.041, -0.019, -0.012], [0.022, 0.048, -0.034], [0.030, 0.023, 0.026], [-0.028, 0.019, 0.018], [-0.005, -0.032, 0.003], [0.040, 0.053, 0.015], [0.005, 0.002, -0.009], [0.025, 0.019, 0.008], [0.004, -0.002, 0.017], [-0.036, -0.055, 0.009], [-0.015, -0.004, -0.012], [-0.001, -0.004, 0.017], [0.009, -0.008, 0.001], [0.012, 0.027, -0.021], [0.003, -0.022, -0.001], [0.012, 0.017, 0.021], [-0.013, -0.005, -0.011], [0.178, -0.060, -0.084], [-0.058, 0.078, -0.028], [-0.151, 0.100, 0.071], [-0.114, -0.067, 0.060], [-0.011, 0.035, 0.033], [-0.017, 0.032, -0.013], [0.033, -0.055, -0.013], [-0.001, -0.032, -0.020], [0.038, 0.004, -0.031], [-0.031, 0.041, -0.002], [-0.005, -0.021, 0.035], [0.022, -0.015, 0.018], [0.029, -0.050, 0.067], [-0.003, 0.018, -0.001], [0.000, -0.012, -0.027], [0.076, -0.116, -0.101], [-0.042, 0.005, 0.070], [-0.018, 0.003, -0.044], [0.067, -0.043, 0.018], [-0.023, -0.003, 0.016], [0.033, 0.138, -0.017], [-0.004, 0.004, -0.001], [-0.003, -0.001, -0.005], [0.003, -0.002, 0.005], [-0.001, -0.004, 0.005], [-0.001, -0.008, -0.002], [-0.009, -0.004, 0.001], [0.004, 0.016, -0.010], [-0.031, -0.001, -0.008], [0.000, -0.010, 0.005], [-0.003, 0.005, 0.021], [0.026, 0.001, -0.009], [-0.017, -0.017, -0.027], [0.003, 0.025, 0.004], [-0.005, -0.012, -0.017], [0.008, -0.015, 0.013], [-0.002, 0.024, 0.017], [0.024, -0.005, -0.012], [-0.040, 0.003, -0.021], [-0.010, 0.014, 0.016], [0.001, -0.022, -0.002], [0.002, 0.004, -0.010], [-0.004, -0.003, -0.001], [0.004, 0.002, -0.004], [-0.005, 0.007, 0.001], [0.004, 0.003, -0.004], [-0.001, -0.002, 0.003], [0.003, 0.005, 0.004], [-0.001, 0.001, 0.004], [-0.001, -0.001, 0.002], [-0.001, 0.003, 0.002]]}